# 1
Below is 13 unconnected molecules or ions with the total composition H26O13 at a distorted geometry, with properties calculated with wB97M-V/def2-TZVPD.

Structure (XYZ):
```
39
Properties=species:S:1:pos:R:3
H -2.4124 -1.5571 -0.9312
O -1.7604 2.1238 2.0169
H -3.3615 0.3435 -1.8437
H -1.2550 2.7445 1.4800
O 1.2156 -1.4536 -2.7274
H -2.9988 -2.1512 1.9117
H -2.2379 2.6854 2.6378
H -2.4972 0.2376 -3.0894
H -2.7001 3.8163 -1.6915
H 0.3674 -1.9064 -2.6615
H 3.4514 -0.1468 1.6324
O -3.3960 -0.4443 2.2332
H 2.2077 3.2733 -0.5645
O -3.0671 -2.2333 2.8696
H 4.1516 2.1884 0.8453
H -1.3326 -2.1394 -1.8285
H 1.1420 -2.0884 0.1216
O -1.4639 -1.7244 -0.9685
O -0.0410 0.0894 -0.8087
H 4.9027 0.9493 1.3041
O 3.2515 -2.4154 -0.4846
H -4.0110 -2.3461 3.0286
O -2.6200 -0.1480 -2.2146
H 4.3882 0.2554 2.7597
O -2.4560 2.9368 -1.3818
O 1.4929 3.8216 -0.9071
H 3.9818 -1.8352 -0.7275
H -2.2264 2.4599 -2.1872
H 0.6950 3.3200 -0.7051
H -0.4017 0.1298 0.0841
H 1.8532 -2.1021 -2.4082
H 3.2293 -3.0723 -1.1896
H -3.3019 -0.0441 1.3614
O 4.9042 1.9102 1.3793
H -3.6034 0.2987 2.8112
H 0.4013 0.9383 -0.9216
O 4.1705 -0.4827 2.1794
H 0.2971 -3.3455 -0.0042
O 1.0411 -2.8862 -0.4097
```

The value obtained for the HOMO energy is -8.810 eV. The energy above the lowest of the compared OMol25 structures with the same formula, charge and spin is 6.851 eV. As for the total energy: -993.5215 hartree. The total charge is 0. The calculation puts the gap between HOMO and LUMO at 8.546 eV.

Atom charges from the Löwdin analysis, given in e for atoms 1 to 4: H 0.03; O -0.05; H 0.05; H 0.03

***

# 2
Below is a molecular structure, H26O21S2Zn3 at a distorted geometry, with properties calculated with wB97M-V/def2-TZVPD.

Structure (XYZ):
```
52
Properties=species:S:1:pos:R:3
O 18.0111 -4.4555 4.7945
O 17.6825 -7.7463 1.0277
H 18.4655 -0.4806 1.6550
O 15.0158 -0.8796 2.3193
H 14.2156 -6.2838 3.6679
H 17.3818 -4.3787 4.0773
S 12.6851 -1.9208 -0.2510
H 14.1984 -0.3948 2.4338
H 13.1283 -3.7659 4.5053
H 15.4055 -0.9028 3.1933
H 17.4506 -8.4535 1.6296
H 14.2631 -6.7329 0.5286
H 18.3104 -7.2128 1.5149
O 11.8906 -0.6930 0.0145
O 17.8044 -0.0984 1.0780
O 16.9332 -4.1999 2.4958
Zn 15.8388 -0.9670 0.4070
O 14.8846 -7.3929 0.2214
O 16.6132 -5.0546 0.3219
H 13.1945 -2.3119 4.0889
H 12.8636 -6.7685 3.1894
H 12.4138 -5.2163 -0.3704
O 12.4062 -2.7915 0.8713
H 17.5171 -4.8657 5.5044
Zn 16.7847 -6.7420 -0.5102
O 18.7302 -6.4263 -1.1926
O 17.0379 -1.9491 3.9919
H 17.6964 -0.5412 -1.6763
H 17.4128 -2.5728 4.6137
O 16.7979 -0.7178 -1.3975
O 14.1274 -1.5997 -0.2590
O 12.4794 -5.5898 0.5085
H 19.5344 -6.7017 -0.7527
H 11.8595 -6.3190 0.5062
O 12.2965 -2.5543 -1.5103
H 19.4214 -5.4369 3.2938
O 14.7075 -4.1261 1.4968
O 18.9303 -5.8214 2.5678
O 13.1055 -3.1971 3.7358
S 16.1548 -4.0413 1.2816
H 17.9867 0.8412 1.0934
O 13.4790 -6.0400 3.1074
H 14.3380 -8.1336 -0.0410
H 16.9513 -2.4447 3.1776
H 19.0308 -5.9253 -1.9508
H 18.1475 -5.2758 2.4919
O 16.4306 -2.6997 0.7819
H 16.2614 -0.1318 -1.9314
H 17.6623 -2.9869 -1.8723
O 18.2700 -3.0078 -1.1331
H 17.7070 -2.9970 -0.3591
Zn 12.9120 -4.2434 2.0713
```

The value obtained for the HOMO energy (alpha / beta) is -18.394 / -18.394 eV. As for the multiplicity: 2. As for the total energy: -7729.1764 hartree. The total charge is +3. The calculation puts the gap between HOMO and LUMO (alpha / beta) at 8.876 / 6.322 eV.

Atom charges from the Löwdin analysis, given in e for atoms 1 to 4: O -0.03; O -0.01; H 0.09; O 0.00

***

# 3
Below is a molecular structure, H26O25S3Zn3 at a distorted geometry, with properties calculated with wB97M-V/def2-TZVPD.

Structure (XYZ):
```
57
Properties=species:S:1:pos:R:3
H -2.8509 1.2444 0.6759
O 2.9668 -0.5848 -3.9076
H 2.6345 -1.7092 -2.6121
O 0.0896 3.8706 -3.2527
O -0.0179 3.6438 -0.8180
O -0.0230 0.5001 3.8466
H -0.5413 3.8034 2.6205
Zn -0.9042 0.2984 -2.8680
O -3.1029 -0.0301 -2.5342
O 2.2546 1.7131 -4.2555
H 1.2181 -2.0663 -2.0651
H -0.4891 0.3825 3.0026
H 2.5990 -2.5849 2.6517
H -2.7120 -1.1826 0.6542
H -2.7778 0.8858 3.1299
H -1.7475 -3.3652 2.0337
O -0.6922 3.1562 1.9214
H -3.9159 0.4356 -2.7577
O -0.6891 -1.8488 -3.4391
H 2.0911 -4.8263 0.5016
Zn 2.5112 -2.1138 0.1554
S 2.3012 0.6115 -3.3292
S -0.7562 3.5277 -2.1223
H -1.5305 2.7126 2.1919
H -1.0641 -1.9839 2.1336
H -0.4624 -0.1012 4.4558
H -2.4748 1.3775 -0.7842
O 2.1583 -2.1539 -1.8537
H -1.3924 -2.5079 -3.3822
O 1.6883 -3.9638 0.3448
H 4.0310 0.0632 0.6234
O -1.1342 2.1072 -2.2920
H -3.7730 -2.2795 0.9110
O 0.9538 0.1728 -2.8883
H 3.4236 0.1775 -0.8111
H 0.0514 -2.3058 -3.8602
H 1.6264 1.7241 2.8642
O -0.8770 -0.2772 -0.9828
O 3.2060 -2.0195 2.1495
H 0.7442 -4.1427 0.2363
H 4.0400 -2.0636 2.6337
O 3.5602 -0.4498 -0.0361
Zn 0.9510 2.9347 0.6176
O 0.8796 -1.1994 0.4062
O 2.0778 2.3138 2.2316
O -1.9697 4.3200 -2.0502
O -1.0354 -2.9070 2.4888
H -3.3709 -0.7120 -1.8973
O -2.8067 1.8476 3.0465
O 0.2812 1.1428 0.4137
O -3.2054 1.5018 -0.1651
H -3.0718 2.1607 3.9189
H 3.0135 2.1031 2.3136
O 3.0490 1.0472 -2.1365
O -1.2781 -0.5432 1.3379
O -3.4968 -1.6307 0.2570
S -0.2384 -0.2264 0.3317
```

The value obtained for the HOMO energy is -6.956 eV. The energy above the lowest of the compared OMol25 structures with the same formula, charge and spin is 0.478 eV. As for the total energy: -8429.3151 hartree. The total charge is 0. The calculation puts the gap between HOMO and LUMO at 5.232 eV.

Atom charges from the Löwdin analysis, given in e for atoms 1 to 4: H -0.02; O -0.37; H 0.04; O -0.32

***

# 4
Below is 14 unconnected molecules or ions with the total composition H27O14 at a distorted geometry, with properties calculated with wB97M-V/def2-TZVPD.

Structure (XYZ):
```
41
Properties=species:S:1:pos:R:3
O -3.8708 -0.0880 -0.6744
H -3.4702 0.1050 0.2054
H -2.8154 2.3339 -0.8619
H 1.4415 -0.5939 -2.7527
H 0.8960 -2.8459 -0.7179
O 1.8544 -1.3463 -3.2037
O 2.6211 2.1728 2.2012
O -3.0906 3.1782 1.8426
H 3.2103 1.5770 2.6853
H 0.4405 2.1724 0.6376
O 2.2051 -2.6729 0.5250
O -2.5674 0.6334 1.5270
H -3.0174 0.4199 2.3576
O 0.4807 0.2418 -1.3907
O -1.6522 -1.4787 -0.1754
O 0.1299 2.0059 -0.2520
H -1.2927 -2.0432 -0.8780
H 2.0405 -1.8020 0.9057
H 1.1130 -1.9608 -3.2909
H 2.6807 0.6888 0.0222
H 3.0365 -2.4731 0.0133
H -2.5073 3.0826 2.6053
H 2.2195 1.5528 1.5322
H -0.6169 2.5906 -0.4886
H 2.9500 -2.1765 -2.2541
H -0.2711 -1.3662 1.9446
O -0.1563 -0.4392 2.1849
H 0.0281 1.1144 -1.2839
H 0.3943 -3.9469 -1.6512
H 0.6109 -0.0207 1.7792
H -1.0311 -0.7434 -0.1915
H -1.6964 0.2375 1.7406
O 3.6877 -2.3346 -1.6023
H -3.3027 -0.8253 -0.8719
H 4.1916 -1.5303 -1.7826
H -2.6474 3.4971 0.2188
H 1.1107 0.1855 -0.5911
O 0.2317 -3.0284 -1.4201
O -2.3809 3.1709 -0.6718
H -3.0723 2.2661 1.5248
O 1.8843 0.4896 0.5532
```

The value obtained for the HOMO energy (alpha / beta) is -10.308 / -10.307 eV. The energy above the lowest of the compared OMol25 structures with the same formula, charge and spin is 0.000 eV. As for the multiplicity: 2. As for the total energy: -1069.4122 hartree. The total charge is 0. The calculation puts the gap between HOMO and LUMO (alpha / beta) at 9.931 / 5.009 eV.

Atom charges from the Löwdin analysis, given in e for atoms 1 to 4: O -0.09; H -0.02; H 0.04; H 0.02